Here is a molecular structure, C40H35BrFN6O6Rh in a non-equilibrium geometry from OMol25. Energies are from wB97M-V/def2-TZVPD.

* energy relative to the best compared isomer or geometry (same formula, charge and spin): 1.588 eV
* E_tot: -139036.932 eV
* E_HOMO (spin up / spin down): -0.205 / -0.205 Ha

Structure (XYZ):
```
90
Properties=species:S:1:pos:R:3:forces:R:3:mulliken_charge:R:1
Rh -0.3319 0.1592 0.0597 0.698 0.648 1.237 0.52
F -5.9326 -2.8681 1.1563 0.183 0.052 -0.036 -0.38
C -4.7121 -3.4121 1.4358 0.115 0.051 -0.062 0.71
C -3.5890 -2.8045 0.9569 0.086 0.007 -0.007 -1.41
C -2.3324 -3.3633 1.2067 -0.109 0.004 -0.081 0.22
C -1.1541 -2.6321 0.7048 -0.380 0.207 -0.031 1.38
O -1.3727 -1.6616 -0.0462 0.228 -0.320 0.137 -0.78
C 0.0991 -3.1047 1.1683 0.109 -0.089 0.165 -0.10
C 0.1265 -4.2749 1.8551 -0.094 0.112 -0.079 -0.14
N -0.9500 -5.0326 2.2264 0.038 0.057 -0.120 0.16
C -0.6222 -6.3500 2.7414 0.028 -0.019 0.081 -0.10
C -1.2223 -6.9982 3.9488 0.010 -0.002 0.013 -0.59
C -1.4544 -7.5791 2.5691 0.000 0.002 -0.017 -0.48
C -2.2206 -4.5428 1.9634 0.021 0.061 0.010 -0.21
C -3.3948 -5.1159 2.4719 -0.350 0.119 -0.046 -0.16
C -4.6484 -4.5722 2.2053 0.406 -0.088 0.068 -0.96
N -5.7926 -5.2154 2.7483 0.013 -0.049 0.005 0.18
C -6.9581 -4.4639 3.1450 -0.077 0.011 0.101 -0.90
C -8.0457 -4.3908 2.0764 -0.044 0.103 -0.057 -0.65
N -8.3410 -5.7869 1.5861 -0.067 -0.030 0.030 -0.10
C -7.0936 -6.4694 1.0933 0.049 -0.056 -0.030 -0.71
C -6.1153 -6.5326 2.2602 -0.022 -0.049 0.004 -0.57
C 1.4463 -2.4227 0.8985 0.097 0.089 -0.154 -0.23
O 2.4433 -3.1096 1.1321 -0.017 -0.073 0.088 -0.82
O 1.4021 -1.2468 0.4607 0.019 0.252 -0.033 -0.43
H -3.6470 -1.8847 0.3860 0.020 0.011 -0.014 0.76
H 1.1053 -4.6501 2.1250 0.033 -0.027 -0.024 0.54
H 0.4396 -6.5069 2.6272 -0.023 0.004 0.004 0.45
H -2.0406 -6.5126 4.4575 -0.021 0.018 -0.003 0.18
H -0.5408 -7.5128 4.6103 0.006 -0.003 0.014 0.32
H -2.4343 -7.4825 2.1289 -0.020 -0.009 -0.007 0.12
H -0.9367 -8.4871 2.2965 0.014 -0.006 -0.003 0.30
H -3.3699 -5.9613 3.1371 0.002 -0.039 0.004 0.72
H -6.6784 -3.4516 3.4275 -0.010 -0.015 -0.012 0.45
H -7.3830 -4.9420 4.0386 -0.004 0.017 0.005 0.40
H -7.7217 -3.8219 1.2073 -0.094 -0.095 0.103 0.47
H -8.9718 -3.9753 2.4707 -0.010 -0.020 0.001 0.35
H -9.0486 -5.7566 0.8517 0.035 0.013 0.022 0.35
H -8.7316 -6.3376 2.3556 -0.008 0.013 -0.049 0.37
H -6.6986 -5.8559 0.2834 -0.007 -0.028 -0.011 0.34
H -7.3712 -7.4528 0.7160 -0.016 0.014 0.015 0.43
H -5.2135 -7.0512 1.9422 -0.001 0.025 -0.012 0.21
H -6.5623 -7.1253 3.0711 0.014 -0.015 -0.027 0.38
Br -5.5417 5.7923 -0.8275 0.039 -0.043 0.069 -0.22
C -3.9900 6.0909 0.2343 -0.120 -0.154 0.030 0.06
C -3.6615 5.1974 1.2458 -0.043 0.111 -0.154 -0.28
C -2.5176 5.4076 1.9919 0.059 0.142 0.023 -0.01
C -1.7078 6.5193 1.7351 0.325 -0.304 -0.064 -0.30
C -2.0874 7.4255 0.7533 0.015 -0.005 -0.100 -0.13
C -3.2173 7.2067 -0.0142 -0.023 0.076 -0.076 -0.54
N -0.5845 6.8952 2.5207 -0.693 0.621 0.257 -0.56
N 0.1857 6.1129 3.1064 0.803 0.040 0.157 -0.51
C 0.3689 4.7757 2.8009 -0.259 -0.199 -0.064 0.02
C 0.6812 3.9545 3.8778 -0.052 -0.136 0.018 -0.32
C 0.6527 2.5793 3.7872 0.033 0.083 0.098 -1.10
C 0.3281 1.9244 2.5769 0.101 -0.270 -0.100 1.15
O 0.1843 0.6817 2.4743 -0.527 -0.233 -0.099 -0.56
C 0.2247 2.7825 1.3918 -0.132 -0.131 -0.084 -0.29
N 0.0802 2.1571 0.1845 0.516 0.714 0.247 -0.61
C 0.0072 2.9118 -0.9031 0.169 0.030 0.034 -0.01
C 0.1325 4.3030 -0.8764 -0.028 -0.083 0.039 -1.45
C 0.2611 4.9414 0.3232 -0.019 0.285 -0.277 -0.44
C 0.2621 4.1891 1.5038 -0.076 -0.200 0.196 0.64
H -4.2802 4.3337 1.4274 -0.064 -0.105 0.017 0.51
H -2.2554 4.7131 2.7777 0.046 -0.056 -0.006 0.35
H -1.4782 8.3053 0.5961 0.032 0.023 0.011 0.47
H -3.5003 7.9018 -0.7922 0.005 0.015 -0.010 0.41
H 0.8764 4.4344 4.8287 -0.012 0.050 0.024 0.42
H 0.8466 1.9596 4.6517 -0.004 -0.025 0.010 0.46
H -0.1307 2.4136 -1.8502 -0.067 -0.021 0.025 0.43
H 0.1133 4.8528 -1.8064 0.000 -0.020 -0.029 0.44
H 0.3612 6.0223 0.3653 0.014 -0.214 -0.018 0.66
C 2.7113 0.5171 -2.5738 -0.022 0.042 0.002 -0.81
O 1.8389 0.6969 -1.4557 0.102 -0.025 0.031 -0.06
C 0.5902 0.2349 -1.6250 -1.036 -0.580 -1.080 0.72
O 0.1607 -0.1044 -2.7057 0.214 0.017 0.008 -0.67
H 3.6499 0.9867 -2.2928 -0.008 -0.004 0.008 0.22
H 2.2975 0.9840 -3.4677 0.012 -0.009 0.006 0.31
H 2.8634 -0.5457 -2.7588 -0.009 0.005 -0.016 0.29
C -4.8174 1.7513 -0.0188 -0.063 0.038 0.082 -0.63
C -4.1383 1.7424 -1.2265 0.040 0.030 -0.109 -0.81
C -2.8075 1.3420 -1.2871 -0.015 -0.022 -0.119 -0.37
C -2.1338 0.9490 -0.1395 0.005 -0.365 -0.219 1.34
C -2.8197 0.9788 1.0783 -0.028 0.050 0.017 -0.06
C -4.1510 1.3684 1.1383 -0.032 0.030 0.013 -1.05
H -5.8469 2.0822 0.0259 -0.043 0.005 -0.007 0.54
H -4.6447 2.0563 -2.1311 -0.018 0.007 -0.023 0.41
H -2.2971 1.3206 -2.2440 0.006 -0.032 0.004 0.38
H -2.3003 0.7109 1.9945 0.023 -0.033 0.020 0.46
H -4.6608 1.3958 2.0952 -0.017 -0.005 0.015 0.55
```
Positions in Å, forces in eV/Å.

Here is a molecular structure, C4H9N3 in a non-equilibrium geometry from OMol25. Energies are from wB97M-V/def2-TZVPD.

* energy relative to the best compared isomer or geometry (same formula, charge and spin): 4.455 eV
* E_tot: -8760.070 eV
* E_HOMO: -0.312 Ha

Structure (XYZ):
```
16
Properties=species:S:1:pos:R:3:forces:R:3:nbo_charge:R:1
C 1.1431 0.4009 -2.0509 -0.239 -0.050 -0.292 -0.33
N 0.0748 -0.5858 -2.0961 0.054 0.005 -0.016 -0.82
C 2.1047 0.2013 -0.9537 0.124 -0.088 0.461 0.28
N 2.7829 0.0008 -0.0454 -0.103 0.024 -0.205 -0.36
H -0.4023 -0.6093 -1.1917 0.114 0.006 -0.092 0.39
H 0.4493 -1.5114 -2.2747 -0.015 0.085 0.013 0.36
H 1.6932 0.3999 -2.9950 -0.040 0.027 0.076 0.23
H 0.7067 1.3960 -1.9351 0.067 -0.058 0.000 0.23
C -1.7893 0.6563 1.5521 0.023 0.019 0.218 -0.73
C -0.7495 -0.2977 1.0698 -1.522 0.482 -0.340 0.02
N -0.1489 -1.0809 1.9365 0.991 0.414 -1.362 -0.79
H -0.2692 -0.9092 2.9540 0.269 0.001 -0.278 0.35
H 0.5633 -0.8069 1.0488 0.220 -0.864 1.892 0.50
H -1.4328 1.6769 1.3905 -0.033 -0.014 -0.039 0.24
H -2.0204 0.5281 2.6207 0.035 -0.019 0.011 0.19
H -2.7055 0.5411 0.9701 0.056 0.030 -0.047 0.24
```
Positions in Å, forces in eV/Å.

Here is 2 unconnected molecules or ions with the total composition C4H7NO in a non-equilibrium geometry from OMol25. Energies are from wB97M-V/def2-TZVPD.

* energy relative to the best compared isomer or geometry (same formula, charge and spin): 1.702 eV
* E_tot: -7797.942 eV
* E_HOMO: -0.385 Ha
* SMILES string: N#CC1CC1.O

Structure (XYZ):
```
13
Properties=species:S:1:pos:R:3:forces:R:3:nbo_charge:R:1
N -0.3475 0.1168 -3.3386 0.169 -0.005 1.100 -0.34
C -0.1659 0.0949 -2.1948 -0.156 0.025 -0.930 0.29
C 0.0585 0.0573 -0.7689 0.089 -0.112 -0.063 -0.36
C -1.0658 0.4396 0.1664 -0.181 -0.031 0.073 -0.39
C 0.1055 1.3504 0.0103 0.088 0.166 0.029 -0.39
H 0.7226 -0.7301 -0.4285 -0.120 0.158 -0.136 0.27
H -1.1356 -0.1398 1.0809 -0.007 0.112 -0.178 0.24
H -2.0079 0.7355 -0.2844 0.172 -0.048 0.057 0.23
H 0.8312 1.3902 0.8163 -0.122 -0.008 -0.136 0.23
H -0.0285 2.2738 -0.5443 0.014 -0.170 0.076 0.23
O 0.8299 -1.5183 1.7794 0.131 -0.177 0.058 -0.95
H 1.6407 -1.6915 2.2718 -0.091 0.021 -0.029 0.48
H 0.5628 -2.3788 1.4344 0.014 0.070 0.078 0.48
```
Positions in Å, forces in eV/Å.